1 | Density functional theory data (ωB97M-V/def2-TZVPD) for C4H8O in the gas phase.

Element x y z (Å)
C1 -0.914 0.447 -1.189
C2 -0.075 -0.439 -0.292
C3 1.164 0.203 0.341
C4 0.686 0.060 1.789
O1 -0.834 -0.876 0.879
H1 -1.840 -0.062 -1.475
H2 -1.167 1.385 -0.680
H3 -0.362 0.701 -2.101
H4 0.175 -1.369 -0.807
H5 2.083 -0.331 0.066
H6 1.278 1.255 0.055
H7 -1.323 -0.112 1.218
H8 1.130 -0.863 2.197

Computed properties:
Kohn-Sham gap	0.3254	hartree
charge	0
LUMO	0.77	eV

=====

2 | Density functional theory data (ωB97M-V/def2-TZVPD) for C4H8O in the gas phase.

Element x y z (Å)
C1 -1.291 0.442 0.337
C2 0.038 0.135 -0.394
C3 0.466 -1.327 -0.300
C4 1.087 1.057 0.188
O1 2.035 0.692 0.841
H1 -1.879 -0.472 0.466
H2 -1.112 0.852 1.338
H3 -1.905 1.167 -0.204
H4 -0.079 0.409 -1.453
H5 1.485 -1.456 -0.678
H6 -0.203 -1.962 -0.891
H7 0.453 -1.678 0.737
H8 0.906 2.142 0.013

Computed properties:
Kohn-Sham gap	0.3961	hartree
charge	0
LUMO	1.00	eV

=====

2 is favored, and the nearest alternative lies 91.3 kcal/mol above it.